The following is a DFT calculation (wB97M-V/def2-TZVPD) of a 2-piece molecular cluster, C2H4O2S overall in a non-equilibrium geometry.

DFT total energy ... -17067.2050 eV
Energy relative to the best compared isomer or geometry (same formula, charge and spin) ... 2.066 eV
2S+1 ... 1
Largest force on an atom ... 0.0846 Eh/bohr
HOMO level ... -0.393 Ha
Orbital gap ... 9.511 eV
M ... 92.1 g mol⁻¹

XYZ file:
```
9
Properties=species:S:1:pos:R:3:mulliken_charge:R:1
C 0.208 0.797 -0.514 -0.498
C 0.166 -0.473 -0.748 -0.300
O -1.157 -4.614 0.107 -0.376
O 0.184 -4.151 2.142 -0.380
S -0.053 -3.948 0.740 0.748
H 0.959 1.242 0.104 0.199
H -0.459 1.638 -0.897 0.212
H -0.775 -0.999 -1.132 0.235
H 0.903 -0.961 -0.127 0.159
```